Entry 1:
An isolated molecule of C5H14N2S, computed with ωB97M-V/def2-TZVPD.

Charge: 0
Structure (SMILES): C[C@H](CS)NCCN
Highest occupied orbital energy, Ha: -0.315
Electronic energy, eV: -19226.4992

Cartesian coordinates (Å):
C  0.472  -0.049  -1.499
N  -0.599  -0.238  -0.533
C  -0.280  -1.074  0.646
C  0.123  -0.063  1.751
S  1.144  -0.875  3.029
C  -1.511  -1.880  1.050
C  1.062  1.381  -1.559
N  0.515  2.123  -2.716
H  1.335  -0.704  -1.376
H  0.037  -0.239  -2.481
H  -1.037  0.637  -0.283
H  0.558  -1.744  0.474
H  -0.661  0.564  2.164
H  0.844  0.587  1.259
H  0.706  -0.402  4.201
H  -1.517  -2.912  0.709
H  -2.406  -1.403  0.645
H  -1.687  -1.849  2.129
H  0.831  1.878  -0.613
H  2.148  1.406  -1.630
H  0.348  3.070  -2.464
H  -0.423  1.786  -2.903

***

Entry 2:
An isolated molecule of C8H15N3O2S, computed with ωB97M-V/def2-TZVPD.

Charge: 0
Highest occupied orbital energy (spin up / spin down), Ha: -0.268 / -0.241
Electronic energy, eV: -27934.9481

Cartesian coordinates (Å):
C  1.359  -1.106  0.217
C  2.759  -1.339  0.214
C  1.142  2.334  0.315
C  -0.885  -0.167  0.234
C  -1.194  -2.644  -0.323
C  -3.062  0.976  -0.344
C  -1.486  -1.488  0.687
C  -1.601  1.082  0.121
N  0.511  -0.073  0.113
N  1.920  3.271  -0.305
N  1.020  1.071  -0.432
O  0.611  2.450  1.377
O  5.275  -1.705  0.099
S  4.310  -0.796  -0.501
H  0.834  -1.908  0.616
H  2.914  -2.283  0.792
H  -0.309  -3.252  -0.125
H  -1.043  -2.173  -1.314
H  -2.096  -3.287  -0.269
H  -3.338  1.697  -1.122
H  -3.770  1.080  0.562
H  -3.192  -0.055  -0.796
H  -1.290  -1.879  1.720
H  -2.545  -1.302  0.521
H  -1.606  1.647  1.018
H  -1.020  1.781  -0.665
H  2.430  3.115  -1.259
H  1.627  4.134  -0.003
H  1.727  0.819  -1.147

***

Entry 3:
A cluster of 9 separate species, C31H67N5O9 in total, computed with ωB97M-V/def2-TZVPD.

2S+1: 2
Charge: -1
<S²>: 0.75
Highest occupied orbital energy (spin up / spin down), Ha: 0.016 / -0.257
Electronic energy, eV: -59109.7172

Cartesian coordinates (Å):
C  20.377  11.864  16.228
C  19.729  10.478  16.068
C  18.917  10.574  14.809
O  19.565  11.568  14.032
C  20.635  12.129  14.713
H  21.326  11.772  16.756
H  19.644  12.524  16.691
H  19.054  10.296  16.903
H  20.553  9.768  15.998
H  17.866  10.783  15.008
H  18.911  9.637  14.253
H  20.625  13.214  14.612
H  21.605  11.733  14.414
C  15.179  5.354  9.217
C  16.096  6.556  9.279
C  15.691  7.141  10.619
O  15.001  6.038  11.376
C  15.058  4.806  10.624
H  15.502  4.607  8.492
H  14.195  5.631  8.838
H  16.010  7.264  8.455
H  17.133  6.221  9.283
H  14.978  7.955  10.487
H  16.593  7.580  11.045
H  14.205  4.170  10.865
H  15.991  4.308  10.886
C  19.656  6.815  12.731
C  20.678  6.718  13.873
C  20.003  5.645  14.689
O  18.680  6.122  14.653
C  18.350  6.429  13.308
H  19.834  6.154  11.883
H  19.591  7.840  12.366
H  20.780  7.612  14.489
H  21.632  6.385  13.465
H  20.523  5.596  15.646
H  20.013  4.619  14.321
H  17.603  7.212  13.183
H  17.947  5.597  12.730
C  24.069  10.039  12.976
C  23.500  9.528  14.307
C  24.189  8.190  14.531
O  25.177  8.100  13.495
C  25.409  9.380  12.946
H  24.087  11.126  12.904
H  23.470  9.761  12.108
H  22.419  9.383  14.315
H  23.657  10.234  15.123
H  23.598  7.274  14.537
H  24.802  8.227  15.432
H  25.799  9.338  11.929
H  26.243  9.779  13.523
C  20.564  7.560  8.087
C  19.937  8.600  9.118
O  18.775  8.418  9.491
N  20.736  9.603  9.484
C  20.371  10.593  10.476
H  19.776  6.892  7.739
H  21.172  7.080  8.854
H  21.163  8.044  7.315
H  21.680  9.657  9.129
H  21.073  10.581  11.310
H  19.453  10.391  11.027
H  20.379  11.580  10.013
C  21.854  1.138  10.282
C  22.653  2.400  10.625
O  23.697  2.670  10.082
N  22.107  3.227  11.522
C  22.771  4.413  11.974
H  21.741  0.983  9.209
H  20.851  1.201  10.704
H  22.336  0.235  10.656
H  21.386  2.847  12.119
H  22.658  4.343  13.056
H  22.209  5.236  11.533
H  23.820  4.535  11.704
C  18.587  7.581  17.569
C  17.216  7.985  17.138
O  16.448  8.381  17.992
N  16.870  7.704  15.841
C  15.542  7.840  15.292
H  18.655  6.741  18.260
H  19.093  8.454  17.979
H  19.133  7.351  16.654
H  17.594  7.250  15.303
H  15.130  6.856  15.069
H  15.534  8.369  14.339
H  14.961  8.498  15.937
C  21.711  4.630  18.537
C  22.312  5.892  17.902
O  23.085  5.755  16.946
N  21.980  7.064  18.492
C  22.432  8.408  18.088
H  21.003  4.917  19.314
H  22.490  4.147  19.126
H  21.268  3.894  17.865
H  21.515  6.942  19.381
H  23.008  8.875  18.887
H  21.538  8.982  17.848
H  23.067  8.471  17.204
C  18.754  1.732  14.694
C  20.293  1.872  14.635
O  20.863  1.761  13.569
N  20.891  2.210  15.768
C  22.365  2.477  15.765
H  18.489  1.850  15.745
H  18.460  0.716  14.431
H  18.265  2.506  14.104
H  20.444  2.075  16.664
H  22.591  3.439  15.305
H  22.972  1.756  15.217
H  22.806  2.577  16.757

***

Entry 4:
A structure of composition C15H13Cl3GeN7OSTi, computed with ωB97M-V/def2-TZVPD.

2S+1: 2
Charge: 0
<S²>: 1.24
Highest occupied orbital energy (spin up / spin down), Ha: -0.247 / -0.254
Electronic energy, eV: -156279.3484

Cartesian coordinates (Å):
Ti  -0.049  -1.172  -0.300
C  0.552  0.122  3.903
C  0.105  1.437  3.990
C  -0.254  2.090  2.837
C  -0.183  1.416  1.616
N  0.221  0.145  1.523
C  0.587  -0.473  2.666
C  -0.338  1.439  -1.215
C  -1.364  1.439  -2.165
C  -1.195  0.843  -3.397
C  0.024  0.231  -3.708
C  1.047  0.216  -2.797
C  0.925  0.843  -1.520
H  0.843  -0.440  4.778
H  0.033  1.937  4.947
H  -0.618  3.108  2.857
H  0.887  -1.508  2.567
H  -2.316  1.880  -1.901
H  -2.015  0.828  -4.101
H  0.161  -0.251  -4.666
H  1.990  -0.255  -3.039
N  2.283  -1.402  -0.101
N  2.910  -0.238  -0.637
C  2.059  0.871  -0.650
N  2.434  1.951  0.089
S  -0.694  2.380  0.238
H  2.556  -1.564  0.866
H  2.538  -2.217  -0.653
H  3.840  -0.065  -0.281
H  2.813  1.795  1.009
H  1.887  2.789  -0.009
O  -1.716  -1.457  -1.205
N  -1.915  -0.780  -0.045
C  -3.105  -0.208  0.189
C  -3.251  0.461  1.428
N  -3.370  1.012  2.436
C  -4.145  -0.222  -0.770
N  -4.982  -0.231  -1.565
Cl  0.910  -6.025  -0.888
Ge  -0.691  -4.496  -1.087
Cl  0.661  -2.919  -2.230
Cl  -0.066  -3.312  0.991

***

Entry 5:
An isolated molecule of C4H7N3, computed with ωB97M-V/def2-TZVPD.

Charge: 0
Structure (SMILES): [H]/N=N\C#CNCC
Highest occupied orbital energy, Ha: -0.326
Electronic energy, eV: -8727.3185

Cartesian coordinates (Å):
C  0.272  -1.881  -1.337
C  0.632  -0.616  -0.577
N  -0.202  -0.570  0.640
C  -0.863  0.500  0.998
N  -0.158  3.356  1.204
C  -1.419  1.543  1.380
N  -0.732  2.584  1.989
H  -0.762  -1.808  -1.684
H  0.324  -2.728  -0.646
H  0.915  -2.105  -2.194
H  0.509  0.304  -1.161
H  1.678  -0.623  -0.251
H  0.198  -1.083  1.424
H  -0.393  3.126  0.215

***

Entry 6:
An isolated molecule of C6H13NO5, computed with ωB97M-V/def2-TZVPD.

Charge: 0
Structure (SMILES): C[C@@H](O)CON(CCO)C(=O)O
Highest occupied orbital energy, Ha: -0.373
Electronic energy, eV: -18157.7628

Cartesian coordinates (Å):
C  -1.570  -1.556  1.401
C  -1.709  -0.057  1.501
O  -2.185  0.274  2.778
C  -0.371  0.637  1.203
O  0.311  -0.124  0.238
N  1.374  0.621  -0.337
C  1.227  0.516  -1.790
C  -0.164  0.938  -2.233
O  -1.097  -0.118  -2.248
C  2.551  0.003  0.189
O  2.822  0.105  1.303
O  3.351  -0.684  -0.674
H  -0.658  -1.920  1.842
H  -2.381  -1.991  1.971
H  -1.666  -1.884  0.385
H  -2.397  0.273  0.725
H  -2.011  1.208  2.940
H  -0.525  1.644  0.841
H  0.180  0.721  2.140
H  1.391  -0.485  -2.173
H  1.915  1.219  -2.223
H  -0.511  1.774  -1.637
H  -0.079  1.296  -3.251
H  -0.682  -0.925  -1.940
H  2.885  -1.485  -0.949

***

What is the formula in the third record? C31H67N5O9

***

Look up the charge of the fourth one. 0

***

What is the formula in the third record? C31H67N5O9

***

Which of these has the highest electronic energy? C4H7N3